(1)
Computed, not measured: the ion C3HN2O3 with charge -1 in a non-equilibrium geometry, with ωB97M-V with the def2-TZVPD basis set.

The geometry in XYZ format:
```
9
Properties=species:S:1:pos:R:3:mulliken_charge:R:1
C -0.181 1.145 -0.030 0.54
C 1.149 0.755 -0.425 -0.39
C -0.083 -1.152 0.022 0.38
N -0.950 -0.085 0.032 -0.07
N 1.236 -0.721 -0.224 -0.17
O -0.673 2.260 0.087 -0.64
O -0.448 -2.299 0.005 -0.59
O 1.883 0.181 0.670 -0.27
H -1.932 -0.085 -0.138 0.21
```

Properties
HOMO-LUMO gap = 7.30 eV
E_LUMO = 4.0488 eV
E_tot = -450.08775 Eh
net charge = -1
SMILES = O=c1[nH]c([O-])c2n1O2
energy relative to the best compared isomer or geometry (same formula, charge and spin) = 435.9 kJ/mol
E_HOMO = -3.25 eV



(2)
Computed, not measured: a structure of composition C22H24NO4STc in a non-equilibrium geometry, with ωB97M-V with the def2-TZVPD basis set.

The geometry in XYZ format:
```
53
Properties=species:S:1:pos:R:3:mulliken_spin:R:1
Tc 0.212 -0.696 -0.829 1.35
C -2.434 -1.226 -0.532 0.27
C -2.698 0.138 -0.358 0.00
C -2.079 0.879 -1.382 0.26
H -3.344 0.559 0.421 0.00
C -1.346 -0.041 -2.222 -0.05
C -1.586 -1.380 -1.687 -0.02
H -1.397 -2.310 -2.230 0.03
H -2.915 -2.062 -0.007 0.01
H -2.205 1.939 -1.593 0.02
H -0.992 0.199 -3.229 0.00
C 2.136 -1.686 -0.655 0.02
C 1.249 -2.409 -1.538 0.00
C 1.002 -1.555 -2.666 -0.08
H 0.878 -3.414 -1.419 0.01
C 1.685 -0.315 -2.465 0.01
C 2.401 -0.403 -1.232 0.00
H 3.046 0.377 -0.818 0.02
H 2.586 -2.070 0.261 0.00
H 0.445 -1.823 -3.558 0.01
H 1.757 0.495 -3.190 -0.01
O 0.422 0.815 0.192 0.13
C 1.317 3.829 -2.363 0.79
C 0.657 3.651 -0.982 -0.02
C 0.445 3.323 -3.458 -0.05
C 2.754 3.408 -2.323 -0.02
C 0.279 2.432 0.073 0.11
H -0.288 4.187 -1.090 0.01
H 1.279 4.291 -0.354 0.03
H 0.863 2.600 0.976 0.00
H -0.792 2.506 0.288 0.00
H 0.509 3.929 -4.371 0.03
H -0.605 3.298 -3.128 0.01
H 0.701 2.278 -3.729 0.06
H 3.444 4.178 -2.685 0.03
H 2.919 2.499 -2.927 0.03
H 3.053 3.158 -1.289 0.00
O -0.953 0.680 2.251 0.02
C -0.543 -0.473 2.269 0.00
N -0.100 -1.267 1.227 0.02
S -0.178 -2.938 1.544 -0.01
O -1.225 -3.472 0.720 0.00
O 1.135 -3.512 1.440 0.00
C -0.620 -2.671 3.237 0.00
C -0.984 -3.577 4.241 0.00
C -1.377 -3.079 5.499 0.00
C -1.400 -1.697 5.700 0.00
C -1.041 -0.816 4.708 0.00
C -0.613 -1.309 3.487 0.01
H -0.969 -4.647 4.037 0.00
H -1.659 -3.770 6.299 0.00
H -1.737 -1.298 6.645 0.00
H -1.092 0.269 4.796 0.00
```

Properties
HOMO-LUMO gap (spin up / spin down) = 5.18 / 5.97 eV
E_LUMO (spin up / spin down) = 2.8668 / 2.7561 eV
E_tot = -1687.22914 Eh
net charge = -1
2S+1 = 4
energy relative to the best compared isomer or geometry (same formula, charge and spin) = 93.9 kJ/mol
E_HOMO (spin up / spin down) = -2.31 / -3.21 eV



(3)
Computed, not measured: a structure of composition C29H48BeCl2N3O4SiTe in a non-equilibrium geometry, with ωB97M-V with the def2-TZVPD basis set.

The geometry in XYZ format:
```
89
Properties=species:S:1:pos:R:3:mulliken_charge:R:1
C -1.313 -0.343 -4.147 -1.84
C -0.579 -1.350 -3.308 0.59
H -0.603 0.134 -4.847 0.31
H -1.793 0.447 -3.545 0.41
H -2.103 -0.812 -4.767 0.36
C 0.090 -2.366 -3.880 0.60
C 0.270 -2.520 -5.353 -1.66
H 0.491 -3.186 -3.276 0.43
H 0.653 -1.591 -5.808 0.31
H -0.651 -2.766 -5.906 0.32
H 0.983 -3.329 -5.545 0.37
Be 0.518 1.298 -1.062 0.02
Cl -3.166 1.208 -0.508 -0.53
C 0.792 -1.727 2.045 0.36
O 1.927 -1.273 1.851 -0.87
N 0.523 -2.869 2.721 0.53
C 1.595 -3.721 3.201 -1.11
C -0.832 -3.384 2.869 -0.76
H -0.135 -1.226 1.654 0.18
H 2.522 -3.152 3.234 0.29
H 1.712 -4.597 2.553 0.27
H 1.339 -4.071 4.205 0.35
H -1.559 -2.644 2.496 0.00
H -1.035 -3.569 3.938 0.34
H -0.948 -4.329 2.310 0.29
H 1.389 2.013 4.113 0.38
H -1.020 2.658 4.408 0.19
C 1.396 2.067 3.015 -0.92
C -0.742 3.269 3.541 -0.96
N 0.050 2.465 2.598 0.54
H 1.645 1.085 2.594 0.14
C -0.361 2.285 1.346 -0.44
O 0.412 1.926 0.410 -1.37
H -1.656 3.602 3.043 0.33
H -1.432 2.469 1.202 0.79
H 2.142 2.808 2.685 0.23
H -0.156 4.139 3.877 0.42
H 1.753 0.136 -4.320 0.06
H 2.640 -2.501 -2.592 0.20
C 2.771 0.204 -3.923 -0.83
C 3.415 -1.736 -2.423 -0.86
N 2.854 -0.395 -2.586 0.37
H 3.073 1.250 -3.883 0.30
C 2.527 0.271 -1.492 -0.12
O 2.069 1.455 -1.523 -0.51
H 3.778 -1.823 -1.382 0.34
H 2.621 -0.285 -0.547 0.51
H 3.449 -0.362 -4.561 0.39
H 4.241 -1.858 -3.133 0.40
O 0.100 -0.253 -1.226 0.96
C -0.707 -1.219 -1.799 -0.39
C 0.666 -3.083 -0.687 0.91
C -0.563 -2.565 -1.079 0.15
H 1.552 -2.434 -0.746 0.27
C 0.747 -4.426 -0.306 -0.85
H -1.746 -0.897 -1.622 0.13
C -1.733 -3.297 -0.868 -0.80
H 1.733 -4.853 -0.104 0.47
C -0.414 -5.209 -0.212 -0.82
C -1.664 -4.623 -0.443 -0.84
H -2.687 -2.799 -1.071 0.49
H -0.337 -6.255 0.111 0.29
H -2.587 -5.198 -0.326 0.36
Si 0.194 4.424 -1.956 0.18
Cl -0.384 2.349 -2.539 -0.05
C 1.899 4.434 -1.259 -0.74
C -1.160 4.719 -0.722 -0.39
C 0.019 5.343 -3.573 -1.03
H 2.207 3.487 -0.801 0.17
H 1.970 5.223 -0.501 0.38
H 2.618 4.660 -2.053 0.32
H 0.875 5.126 -4.243 0.27
H 0.006 6.432 -3.369 0.33
H -0.913 5.078 -4.098 0.29
H -0.962 4.179 0.217 0.05
H -2.145 4.384 -1.096 0.25
H -1.226 5.782 -0.473 0.44
Te -2.850 -0.354 1.365 -0.30
C -2.603 0.402 3.322 0.20
C -3.708 1.046 3.923 -0.83
C -3.641 1.396 5.282 -0.39
C -2.494 1.068 6.026 -0.52
C -1.415 0.390 5.440 -0.78
C -1.477 0.033 4.082 -0.05
H -4.591 1.248 3.318 0.38
H -4.476 1.924 5.757 0.32
H -2.448 1.343 7.082 0.30
H -0.528 0.142 6.031 0.32
H -0.682 -0.556 3.622 0.38
```

Properties
HOMO-LUMO gap (spin up / spin down) = 2.20 / 2.21 eV
E_LUMO (spin up / spin down) = 1.9354 / 1.9352 eV
E_tot = -3091.83694 Eh
net charge = -1
energy relative to the best compared isomer or geometry (same formula, charge and spin) = 295.8 kJ/mol
E_HOMO (spin up / spin down) = -0.27 / -0.27 eV



(4)
Computed, not measured: a cluster of 2 separate species, C5H15NSi in total in a non-equilibrium geometry, with ωB97M-V with the def2-TZVPD basis set.

The geometry in XYZ format:
```
22
Properties=species:S:1:pos:R:3:mulliken_charge:R:1
C -3.160 -0.666 -0.972 -0.60
C -2.179 -0.900 1.282 -0.72
C 3.243 1.365 -0.547 -1.06
C 1.330 -1.039 -0.713 -1.04
C -3.019 -0.214 0.285 -0.09
N 0.425 1.318 0.589 -0.35
Si 1.882 0.440 0.446 0.40
H -2.769 -1.672 -1.467 0.20
H -0.499 1.015 0.241 0.22
H -3.524 0.007 -1.738 0.26
H -1.280 -1.387 0.827 -0.01
H -2.572 -1.787 1.841 0.35
H -1.861 -0.108 2.014 0.28
H 3.488 0.773 -1.435 0.30
H 2.977 2.335 -0.895 0.35
H 4.167 1.332 0.050 0.28
H 2.284 -1.617 -0.938 0.32
H 0.770 -1.860 -0.154 0.27
H 0.727 -0.673 -1.593 0.26
H -3.371 0.827 0.396 0.32
H 0.548 2.362 0.782 0.21
H 2.394 0.150 1.700 -0.16
```

Properties
HOMO-LUMO gap = 10.27 eV
E_LUMO = 1.0050 eV
E_tot = -543.71448 Eh
net charge = 0
SMILES = C[SiH](C)N.C=CC
energy relative to the best compared isomer or geometry (same formula, charge and spin) = 107.6 kJ/mol
E_HOMO = -9.26 eV